Record 1
{
  "formula": "C4H6N2S2",
  "method": "wB97M-V/def2-TZVPD",
  "homo_ev": -8.48,
  "largest_force_ha_per_bohr": 0.118,
  "de_lowest_kj_mol": 422.8,
  "multiplicity": 1,
  "lumo_energy_ha": -0.0256,
  "smiles": "S=C(S)[C@H]1CC=NN1",
  "symbols": ["S", "C", "S", "C", "C", "C", "N", "N", "H", "H", "H", "H", "H", "H"],
  "positions_angstrom": [[0.41, -2.67, 0.72], [-0.64, -1.65, 0.29], [-2.17, -2.19, -0.50], [-0.46, 0.01, 0.27], [0.85, 0.50, 0.97], [1.56, 1.33, -0.04], [0.88, 1.33, -1.11], [-0.33, 0.67, -1.07], [-2.35, -1.05, -1.75], [-1.41, 0.45, 0.66], [1.47, -0.49, 1.21], [0.65, 1.14, 1.94], [2.56, 1.94, 0.17], [-1.00, 0.69, -1.77]],
  "lowdin_charge": [0.770, -1.211, 0.609, -0.339, -0.181, -0.200, -0.006, -0.037, 0.037, 0.124, 0.075, 0.140, 0.151, 0.070]
}


Record 2
{
  "formula": "C4H6N3",
  "method": "wB97M-V/def2-TZVPD",
  "homo_ev": -13.69,
  "largest_force_ha_per_bohr": 0.080,
  "de_lowest_kj_mol": 265.5,
  "multiplicity": 1,
  "lumo_energy_ha": -0.2041,
  "total_charge": 1,
  "smiles": "C=c1[nH]cn[n+]1=C",
  "symbols": ["C", "C", "N", "C", "N", "N", "C", "H", "H", "H", "H", "H", "H"],
  "positions_angstrom": [[0.34, 1.48, 1.09], [0.34, 0.30, 0.47], [1.06, -0.84, 0.77], [0.74, -1.80, -0.14], [-0.23, -1.55, -0.92], [-0.51, 0.02, -0.59], [-1.43, 0.56, -1.31], [-0.51, 2.12, 0.77], [1.06, 1.91, 1.79], [1.86, -0.78, 1.51], [0.92, -2.89, -0.17], [-1.84, -0.08, -2.06], [-1.80, 1.56, -1.20]],
  "lowdin_charge": [0.160, -0.344, 0.114, -0.154, 0.191, 0.007, 0.208, 0.091, 0.096, 0.229, 0.165, 0.118, 0.118]
}


Record 3
{
  "formula": "C4H6N3",
  "method": "wB97M-V/def2-TZVPD",
  "homo_ev": -13.44,
  "largest_force_ha_per_bohr": 0.038,
  "de_lowest_kj_mol": 468.5,
  "multiplicity": 1,
  "lumo_energy_ha": -0.2206,
  "total_charge": 1,
  "symbols": ["C", "C", "C", "C", "N", "N", "N", "H", "H", "H", "H", "H", "H"],
  "positions_angstrom": [[0.36, -1.26, 0.86], [-0.07, 0.65, 0.01], [0.26, -1.57, -0.58], [0.00, -0.19, -1.18], [0.17, 0.00, 1.15], [-0.68, 3.12, 1.17], [-0.74, 2.66, 0.14], [0.58, -1.98, 1.63], [1.15, -2.08, -0.95], [-0.56, -2.27, -0.77], [-0.91, -0.09, -1.77], [0.81, 0.17, -1.83], [-0.37, 2.84, 2.10]],
  "lowdin_charge": [0.011, -0.027, -0.119, -0.133, 0.099, 0.131, 0.152, 0.145, 0.148, 0.153, 0.148, 0.152, 0.142]
}


Record 4
{
  "formula": "C4H6N3",
  "method": "wB97M-V/def2-TZVPD",
  "homo_ev": -14.88,
  "largest_force_ha_per_bohr": 0.142,
  "de_lowest_kj_mol": 360.7,
  "multiplicity": 1,
  "lumo_energy_ha": -0.1863,
  "total_charge": 1,
  "symbols": ["C", "C", "C", "C", "N", "N", "N", "H", "H", "H", "H", "H", "H"],
  "positions_angstrom": [[0.88, -2.12, -0.40], [-1.27, 0.68, -1.80], [-0.23, 2.11, 1.65], [0.36, 0.13, 0.70], [0.65, -1.00, 0.39], [-0.71, 0.85, -0.85], [0.07, 0.90, 1.65], [1.74, -2.10, -0.98], [0.84, -3.09, 0.22], [-1.80, 0.52, -2.70], [0.17, -2.11, -1.13], [0.06, 2.66, 0.70], [-0.76, 2.59, 2.55]],
  "lowdin_charge": [-0.041, 0.117, 0.098, -0.203, 0.149, 0.139, 0.084, 0.084, 0.152, 0.092, 0.062, 0.123, 0.142]
}


Record 5
{
  "formula": "C4H6N3",
  "method": "wB97M-V/def2-TZVPD",
  "homo_ev": -15.78,
  "largest_force_ha_per_bohr": 0.142,
  "de_lowest_kj_mol": 121.1,
  "multiplicity": 1,
  "lumo_energy_ha": -0.1708,
  "total_charge": 1,
  "smiles": "N#C[C@H]1CNC=[NH+]1",
  "symbols": ["N", "C", "C", "C", "N", "C", "N", "H", "H", "H", "H", "H", "H"],
  "positions_angstrom": [[-3.69, -0.31, 0.20], [-2.65, 0.07, 0.03], [-1.08, 0.01, -0.48], [-0.19, 1.10, 0.12], [1.00, 0.29, 0.51], [0.72, -1.01, 0.49], [-0.52, -1.29, 0.04], [-1.03, 0.00, -1.51], [0.16, 1.84, -0.58], [-0.57, 1.60, 0.96], [1.69, 0.68, 1.16], [1.45, -1.75, 0.85], [-1.10, -2.12, 0.29]],
  "lowdin_charge": [0.170, -0.102, -0.136, -0.054, 0.089, -0.020, 0.119, 0.120, 0.138, 0.121, 0.184, 0.177, 0.196]
}


Record 6
{
  "formula": "C4H6N3O",
  "method": "wB97M-V/def2-TZVPD",
  "homo_ev": -14.26,
  "largest_force_ha_per_bohr": 0.183,
  "de_lowest_kj_mol": 208.7,
  "multiplicity": 1,
  "lumo_energy_ha": -0.1926,
  "total_charge": 1,
  "symbols": ["C", "C", "C", "C", "N", "N", "N", "O", "H", "H", "H", "H", "H", "H"],
  "positions_angstrom": [[-2.52, -0.61, 0.13], [-1.16, -0.97, 0.06], [1.82, 0.94, -0.26], [2.38, -0.19, 0.10], [-2.58, 0.70, 0.00], [-1.31, 1.07, -0.05], [-0.44, 0.15, -0.01], [1.62, 2.01, -0.65], [-3.28, -1.23, 0.53], [-0.74, -1.99, 0.05], [3.42, -0.23, 0.07], [2.11, -1.04, -0.57], [1.87, -0.64, 1.02], [-1.19, 2.03, -0.42]],
  "lowdin_charge": [-0.101, -0.097, -0.092, 0.031, 0.101, -0.081, 0.000, 0.334, 0.112, 0.123, 0.122, 0.171, 0.184, 0.191]
}


Record 7
{
  "formula": "C4H6N3O2",
  "method": "wB97M-V/def2-TZVPD",
  "homo_ev": -13.90,
  "largest_force_ha_per_bohr": 0.089,
  "de_lowest_kj_mol": 527.8,
  "multiplicity": 1,
  "lumo_energy_ha": -0.2324,
  "total_charge": 1,
  "symbols": ["C", "C", "C", "C", "N", "N", "N", "O", "O", "H", "H", "H", "H", "H", "H"],
  "positions_angstrom": [[2.30, -0.97, -0.61], [1.96, 1.00, 0.46], [1.25, 0.01, -0.14], [-4.39, 0.01, 0.22], [3.44, -0.59, -0.08], [3.23, 0.66, 0.50], [-0.05, 0.02, -0.21], [-0.68, -1.00, -0.75], [-3.23, -0.09, 0.01], [2.01, -1.74, -1.25], [1.81, 2.02, 0.78], [-5.03, 0.92, 0.11], [-5.01, -0.75, 0.65], [-1.59, -0.81, -0.43], [3.96, 1.30, 0.75]],
  "lowdin_charge": [0.051, 0.042, -0.221, -0.077, 0.118, 0.092, 0.141, 0.117, -0.002, 0.115, 0.164, 0.104, 0.082, 0.090, 0.183]
}


Record 8
{
  "formula": "C4H6N4",
  "method": "wB97M-V/def2-TZVPD",
  "homo_ev": -9.05,
  "largest_force_ha_per_bohr": 0.059,
  "de_lowest_kj_mol": 289.5,
  "multiplicity": 1,
  "lumo_energy_ha": 0.0216,
  "smiles": "N=C=NCCN=C=N",
  "symbols": ["N", "C", "N", "C", "C", "N", "C", "N", "H", "H", "H", "H", "H", "H"],
  "positions_angstrom": [[2.82, -0.18, -0.19], [1.65, -0.46, -0.08], [0.57, -0.53, 0.37], [-0.60, -1.21, 0.49], [-1.65, -0.47, -0.33], [-1.47, 0.91, 0.04], [-0.42, 1.52, 0.06], [0.33, 2.48, 0.11], [3.16, 0.51, -0.79], [-0.73, -1.25, 1.54], [-0.71, -2.22, 0.11], [-1.55, -0.67, -1.41], [-2.70, -0.78, -0.13], [1.30, 2.37, 0.22]],
  "lowdin_charge": [0.163, -0.288, 0.075, -0.221, -0.193, 0.080, -0.352, 0.166, 0.047, 0.119, 0.121, 0.114, 0.124, 0.045]
}